Record 1
The following is a quantum chemistry calculation of a molecular structure, C2H3N3O2, from the OMol25 dataset.

```
10
Properties=species:S:1:pos:R:3:forces:R:3:nbo_charge:R:1
N -1.551 -0.366 -0.229 0.051 -0.056 0.052 -0.818
C -0.786 -1.034 0.630 -0.102 -0.208 0.159 0.603
N -0.782 -1.875 1.583 -0.110 0.220 -0.278 -0.188
O 0.503 -1.037 0.806 -0.045 0.006 0.027 -0.454
C 1.907 0.943 -0.720 0.239 -0.086 -0.190 0.890
O 2.851 0.410 -1.144 -0.677 0.387 0.288 -0.477
N 0.885 1.545 -0.413 0.444 -0.183 -0.151 -0.831
H -1.107 0.288 -0.858 -0.039 -0.057 0.114 0.435
H -2.553 -0.472 -0.220 0.187 -0.016 0.017 0.417
H 0.633 1.597 0.565 0.052 -0.008 -0.039 0.423
```
Forces are in eV/Å.

Orbital gap, eV: 9.8414
E_LUMO, eV: 0.3
Multiplicity: 1
DFT total energy, hartree: -392.66478
ΔE to the lowest compared entry with this formula, charge and spin, kcal/mol: 80.80
Net charge: 0
Largest force on an atom, eV/A: 0.8

Record 2
The following is a quantum chemistry calculation of C2H3N3O2 in the gas phase in a non-equilibrium geometry, from the OMol25 dataset.

```
10
Properties=species:S:1:pos:R:3:forces:R:3:nbo_charge:R:1
N 1.538 -0.118 -0.973 -1.233 -2.876 0.678 -0.806
C 0.521 0.307 -0.202 -1.649 -0.235 1.617 0.305
C -0.522 -0.565 0.191 0.726 -2.092 -1.232 -0.217
N -1.371 0.051 0.987 3.161 -0.551 -3.361 0.432
O -2.394 -0.307 1.441 -2.806 -0.173 1.933 -0.392
O -0.932 1.339 1.028 0.632 1.628 0.993 -0.186
N 0.336 1.457 0.381 -0.537 0.542 -0.183 -0.189
H 1.384 -1.165 -1.192 1.273 2.960 -0.298 0.417
H 2.048 0.586 -1.432 0.963 0.092 -1.048 0.417
H -0.608 -1.583 -0.227 -0.530 0.705 0.902 0.219
```
Forces are in eV/Å.

Orbital gap, eV: 9.8343
E_LUMO, eV: 0.6
Multiplicity: 1
DFT total energy, hartree: -392.59152
SMILES string: Nc1c[n+]([O-])on1
ΔE to the lowest compared entry with this formula, charge and spin, kcal/mol: 126.77
Net charge: 0
Largest force on an atom, eV/A: 4.6

Record 3
The following is a quantum chemistry calculation of C2H3N3O2 in the gas phase in a non-equilibrium geometry, from the OMol25 dataset.

```
10
Properties=species:S:1:pos:R:3:forces:R:3:nbo_charge:R:1
N -1.395 -1.211 0.303 -2.307 -0.231 -2.874 -0.645
N -0.361 -0.526 -0.429 -1.759 -1.361 1.379 -0.042
O 0.847 -1.159 -0.115 1.468 0.560 0.166 -0.293
C 1.673 -0.120 0.137 -2.026 0.955 -0.727 0.423
N 1.123 1.059 0.153 1.165 -0.396 0.229 -0.530
C -0.221 0.837 -0.084 -0.291 -0.842 -0.209 0.702
O -1.213 1.500 -0.045 0.060 1.265 0.248 -0.561
H -1.847 -0.639 1.031 0.862 0.315 -0.350 0.369
H -2.212 -1.322 -0.427 2.208 0.025 1.831 0.372
H 2.715 -0.318 0.179 0.620 -0.289 0.306 0.206
```
Forces are in eV/Å.

Orbital gap, eV: 10.6145
E_LUMO, eV: 0.3
Multiplicity: 1
DFT total energy, hartree: -392.67833
SMILES string: Nn1ocnc1=O
ΔE to the lowest compared entry with this formula, charge and spin, kcal/mol: 72.30
Net charge: 0
Largest force on an atom, eV/A: 3.7

Record 4
The following is a quantum chemistry calculation of 2 unconnected molecules or ions with the total composition C2H3N3O2 in a non-equilibrium geometry, from the OMol25 dataset.

```
10
Properties=species:S:1:pos:R:3:forces:R:3:nbo_charge:R:1
C 0.405 0.240 0.731 -2.409 2.220 0.125 0.469
C -1.896 -1.258 -2.622 -1.037 -0.452 1.408 0.836
N 1.173 0.371 1.806 2.018 0.052 -0.051 -0.265
N 1.382 1.310 2.759 -1.311 0.303 -2.744 -0.455
N -0.750 -1.437 -2.573 1.926 0.636 0.537 -0.720
O -2.972 -1.136 -2.251 -3.411 0.812 -0.325 -0.523
O 0.303 -0.100 -0.431 1.549 -0.578 2.269 -0.493
H 0.617 1.668 3.346 -0.384 -1.035 0.046 0.361
H 1.771 2.149 2.292 0.649 -0.825 0.569 0.382
H -0.033 -1.807 -3.057 2.410 -1.132 -1.834 0.408
```
Forces are in eV/Å.

Orbital gap (spin up / spin down), eV: 7.2280 / 7.4461
E_LUMO (spin up / spin down), eV: 0.8 / -2.8
<S²>: 2.007
Multiplicity: 3
DFT total energy, hartree: -392.54221
ΔE to the lowest compared entry with this formula, charge and spin, kcal/mol: 39.35
Net charge: 0
Largest force on an atom, eV/A: 3.5

Record 5
The following is a quantum chemistry calculation of C2H3N3O2 in the gas phase in a non-equilibrium geometry, from the OMol25 dataset.

```
10
Properties=species:S:1:pos:R:3:forces:R:3:nbo_charge:R:1
C 0.129 -1.115 -0.330 1.313 1.767 0.984 -0.095
C -0.505 0.202 0.017 0.483 -3.106 -1.216 0.277
N 1.381 -1.146 -0.103 1.004 -0.476 0.406 0.113
N -1.745 0.191 0.174 -2.815 1.480 0.693 0.015
N 0.353 1.248 0.088 0.247 2.764 0.154 -0.827
O -2.844 -0.432 0.096 2.098 0.293 -0.105 -0.289
O 2.158 -0.308 0.357 0.486 -1.058 -0.348 -0.272
H -0.294 -2.052 -0.556 -0.968 -0.515 -0.536 0.237
H -0.024 2.181 0.241 -0.089 -0.604 -0.038 0.404
H 1.391 1.231 0.018 -1.760 -0.545 0.007 0.437
```
Forces are in eV/Å.

Orbital gap (spin up / spin down), eV: 9.3094 / 6.8807
E_LUMO (spin up / spin down), eV: 0.5 / -1.5
<S²>: 2.015
Multiplicity: 3
DFT total energy, hartree: -392.53906
ΔE to the lowest compared entry with this formula, charge and spin, kcal/mol: 41.33
Net charge: 0
Largest force on an atom, eV/A: 3.4

Record 6
The following is a quantum chemistry calculation of C2H3N3O2S in the gas phase in a non-equilibrium geometry, from the OMol25 dataset.

```
11
Properties=species:S:1:pos:R:3:forces:R:3:nbo_charge:R:1
C -1.037 -0.279 -0.573 2.552 1.960 1.199 0.042
C 0.846 0.759 0.024 -2.487 -2.115 -1.943 -0.121
N -1.689 0.671 -0.128 -1.226 0.034 0.199 -0.261
N 0.260 1.760 0.430 0.115 1.117 0.922 -0.263
N -1.085 1.782 0.367 1.782 -2.696 -2.636 -0.251
O 2.543 -0.674 0.982 1.326 -0.088 3.833 -0.871
O 3.058 0.045 -1.239 -0.088 0.053 -0.846 -0.915
S 2.605 0.585 0.016 0.192 0.859 -0.184 1.516
H -1.441 -1.203 -0.977 0.496 0.172 0.018 0.227
H 2.935 -0.350 1.888 -1.033 -1.131 -2.359 0.503
H -1.565 2.371 0.934 -1.629 1.834 1.797 0.394
```
Forces are in eV/Å.

Orbital gap, eV: 9.1400
E_LUMO, eV: 0.0
Multiplicity: 1
DFT total energy, hartree: -790.75447
ΔE to the lowest compared entry with this formula, charge and spin, kcal/mol: 115.07
Net charge: 0
Largest force on an atom, eV/A: 4.2